[1]
Density functional theory data (the ωB97M-V functional and the def2-TZVPD basis) for a molecular structure, C46H42F2InN5O2PS4Sb in a non-equilibrium geometry.

Cartesian coordinates (Å):
In (1.52949, -0.29110, 20.04730)
F (-0.88267, -2.39515, 15.47551)
C (-0.84379, -2.37697, 16.82277)
C (0.21694, -1.70578, 17.51184)
C (0.12254, -1.60955, 18.86020)
C (-0.88398, -2.24531, 19.58613)
C (-1.81540, -2.98420, 18.86198)
F (-2.78407, -3.61482, 19.58622)
C (-1.87055, -2.98055, 17.44679)
C (-1.04667, -2.24561, 21.05217)
C (-2.31122, -1.93406, 21.56238)
C (-2.48911, -1.75747, 22.94776)
C (-1.38719, -1.87388, 23.83602)
C (-0.16770, -2.17043, 23.18391)
N (-0.06325, -2.40305, 21.84496)
H (1.12482, -1.31526, 16.96439)
H (-2.70726, -3.44723, 16.84164)
H (-3.16609, -1.82754, 20.88662)
H (-3.48503, -1.41020, 23.19564)
H (-1.39173, -1.79656, 24.89285)
H (0.78317, -2.19017, 23.74125)
C (4.30936, 5.07384, 20.65943)
C (3.15679, 4.79168, 21.60882)
N (3.13709, 3.40301, 22.04615)
C (4.07680, 2.98434, 23.02743)
C (3.67196, 3.43791, 24.45671)
C (2.09472, 2.56561, 21.68924)
S (1.95844, 0.94489, 22.24653)
N (1.15336, 3.09720, 20.92605)
C (0.01171, 2.46873, 20.37941)
O (-0.07346, 1.32598, 19.88479)
C (-1.21393, 3.26267, 20.24186)
C (-2.35800, 2.83604, 19.51464)
C (-3.54094, 3.55985, 19.56740)
C (-3.69691, 4.65871, 20.47736)
C (-2.53282, 5.20353, 21.02034)
C (-1.34559, 4.49168, 20.93788)
H (5.28948, 4.75211, 21.08542)
H (4.48383, 6.17291, 20.30999)
H (4.14385, 4.51249, 19.69533)
H (2.22260, 4.98692, 21.10150)
H (3.29927, 5.44192, 22.49689)
H (5.02816, 3.36513, 22.69783)
H (4.12486, 1.86030, 22.99545)
H (3.68688, 4.49825, 24.58104)
H (4.39843, 2.95577, 25.11843)
H (2.64652, 3.14452, 24.51071)
H (-2.30556, 1.92699, 18.92361)
H (-4.39058, 3.35087, 18.89255)
H (-4.61701, 5.24360, 20.58413)
H (-2.48363, 5.98691, 21.71646)
H (-0.43790, 4.82339, 21.48518)
S (2.86243, -1.09033, 15.84121)
Sb (4.08082, -0.79357, 17.78484)
S (3.22808, -2.26565, 19.52681)
S (2.91472, 1.28907, 18.37356)
O (9.42602, -6.68021, 27.10240)
P (10.16899, -5.81379, 26.15351)
C (9.40631, -4.26503, 25.74071)
C (8.04825, -4.10723, 25.87715)
C (7.43943, -3.00399, 25.32713)
C (8.13457, -1.90703, 24.79295)
C (9.54852, -1.99027, 24.78654)
C (10.18217, -3.19687, 25.20957)
C (11.85233, -5.58118, 26.87169)
C (12.97248, -6.26415, 26.42440)
C (14.22266, -6.26957, 27.02213)
C (14.40947, -5.52497, 28.23369)
C (13.36732, -4.74851, 28.64643)
C (12.10209, -4.69850, 28.03563)
C (10.61989, -6.55166, 24.53805)
C (9.80508, -7.69108, 24.16693)
C (9.89370, -8.19831, 22.88040)
C (10.96533, -7.76203, 22.09155)
C (11.75995, -6.67737, 22.42978)
C (11.59049, -6.00913, 23.68302)
H (7.47183, -4.93976, 26.22070)
H (6.38200, -3.09226, 25.30441)
H (7.56054, -0.97444, 24.54535)
H (10.22114, -1.17988, 24.47060)
H (11.25612, -3.44161, 25.16079)
H (12.91498, -6.98988, 25.59502)
H (14.99758, -6.98766, 26.85005)
H (15.38749, -5.54960, 28.70252)
H (13.42158, -4.21371, 29.58630)
H (11.32046, -4.07070, 28.41978)
H (9.18992, -8.14476, 24.97049)
H (9.29786, -9.01692, 22.58701)
H (11.01911, -8.02812, 21.06997)
H (12.41533, -6.25584, 21.67959)
H (12.22131, -5.17080, 23.95184)
N (-0.11369, -2.08730, 28.16756)
C (-0.05211, -3.44144, 28.36160)
C (0.29225, -3.76290, 29.71899)
C (0.63671, -5.07027, 29.96312)
C (0.59530, -6.02463, 28.90943)
C (0.03174, -5.62217, 27.72753)
N (-0.24304, -4.33619, 27.42230)
H (-0.60238, -1.52506, 28.86672)
H (-0.11111, -1.69756, 27.24167)
H (0.28393, -3.10791, 30.57550)
H (0.86838, -5.37723, 30.96330)
H (0.83202, -7.03352, 29.10318)
H (-0.40833, -6.27379, 27.02591)

As for the HOMO energy (alpha / beta): -0.1684 / -0.1639 Eh. Its expectation value of S² is 0.762. The multiplicity is 2. Its charge is -1. As for the energy: -129707.1374 eV.



[2]
Density functional theory data (the ωB97M-V functional and the def2-TZVPD basis) for a molecular structure, C46H43BCl2CrN11O6S in a non-equilibrium geometry.

Cartesian coordinates (Å):
Cr (0.01409, -0.10838, 1.14958)
C (-1.18331, 4.28942, 1.75928)
C (-1.30871, 3.28632, 2.85398)
C (-1.90421, 3.50132, 4.10528)
C (-1.71681, 2.32822, 4.80648)
C (-2.08941, 2.06242, 6.22168)
N (-1.06621, 1.46712, 3.98698)
N (-0.81281, 2.05692, 2.80418)
B (-0.32321, 0.17792, 4.35398)
N (-0.79711, -1.13148, 3.66358)
N (-0.28481, -1.56848, 2.49598)
C (-0.63271, -2.84128, 2.33278)
C (-0.17891, -3.63358, 1.16668)
C (-1.41371, -3.24218, 3.41578)
C (-1.48591, -2.13398, 4.24308)
C (-2.17281, -2.02688, 5.55378)
N (1.13139, 0.37352, 3.91128)
N (1.51429, 0.30892, 2.62098)
C (2.85009, 0.34692, 2.60478)
C (3.72199, 0.18672, 1.41428)
C (3.32349, 0.48512, 3.90868)
C (2.20179, 0.50232, 4.71398)
C (2.15749, 0.63482, 6.19218)
H (-1.20471, 5.29222, 2.18188)
H (-2.00931, 4.20652, 1.05188)
H (-0.24701, 4.15052, 1.22578)
H (-2.38191, 4.39632, 4.45238)
H (-2.62681, 2.92182, 6.61608)
H (-1.19811, 1.90452, 6.82668)
H (-2.72081, 1.18222, 6.30578)
H (-0.38871, 0.02242, 5.52448)
H (0.79429, -3.27248, 0.83858)
H (-0.87941, -3.49958, 0.34438)
H (-0.12531, -4.69048, 1.41578)
H (-1.85341, -4.20538, 3.57628)
H (-2.77971, -2.91538, 5.70858)
H (-2.80081, -1.13868, 5.59308)
H (-1.44621, -1.95338, 6.36238)
H (3.43859, 0.87112, 0.62098)
H (3.62679, -0.82638, 1.02718)
H (4.75909, 0.35812, 1.69368)
H (4.34379, 0.54802, 4.22288)
H (3.17169, 0.75482, 6.56158)
H (1.71229, -0.24348, 6.65448)
H (1.57269, 1.50222, 6.48788)
N (-1.85371, 2.68062, -1.13492)
C (-0.62161, 3.15692, -1.50582)
C (-0.22921, 4.14902, -2.38712)
C (1.11509, 4.46132, -2.42222)
C (2.03469, 3.83822, -1.57832)
C (1.65099, 2.84212, -0.70512)
C (0.31099, 2.47522, -0.69152)
N (-0.36061, 1.56512, 0.08098)
C (-1.64391, 1.72822, -0.18832)
C (-2.68471, 1.09672, 0.58438)
C (-4.03931, 1.21982, 0.43628)
S (-4.86051, 0.24852, 1.58098)
C (-3.33231, -0.25098, 2.20048)
N (-2.31511, 0.26202, 1.59978)
H (-2.71001, 2.78372, -1.65192)
H (-0.93771, 4.65252, -3.02392)
H (1.46719, 5.21322, -3.10912)
H (3.07149, 4.13692, -1.62162)
H (2.34979, 2.38582, -0.02182)
H (-4.58921, 1.78652, -0.28452)
H (-3.28091, -0.92648, 3.03178)
O (-2.39811, -0.09098, -1.70962)
C (-1.78581, -1.08088, -1.30972)
O (-1.12661, -1.18648, -0.23642)
C (-1.92221, -2.37238, -2.09192)
C (-3.16291, -2.69018, -2.63482)
C (-3.34991, -3.89398, -3.28232)
C (-2.28331, -4.78298, -3.37912)
C (-1.02911, -4.46148, -2.86872)
C (-0.85301, -3.24988, -2.23182)
N (-2.49731, -6.05708, -4.00942)
O (-3.62971, -6.32928, -4.35912)
O (-1.54371, -6.79528, -4.15342)
H (-3.96661, -1.97548, -2.54122)
H (-4.30091, -4.16378, -3.71542)
H (-0.21171, -5.15518, -2.98612)
H (0.10849, -2.97118, -1.82702)
Cl (1.76699, -3.38508, -5.42272)
C (0.60419, -2.09758, -5.25762)
C (-0.72711, -2.39348, -5.45652)
C (-1.67101, -1.39378, -5.30582)
C (-1.26401, -0.11848, -4.95752)
C (0.07629, 0.17152, -4.78142)
Cl (0.51419, 1.79452, -4.41052)
C (1.06529, -0.81138, -4.93172)
N (2.41369, -0.58898, -4.88962)
C (3.13709, 0.40042, -4.17292)
C (3.66199, 1.47122, -4.88762)
C (4.47919, 2.39792, -4.27132)
C (4.80469, 2.23112, -2.93692)
C (4.29929, 1.15812, -2.22622)
C (3.44589, 0.23182, -2.81882)
C (2.88539, -0.90368, -2.01022)
C (1.57039, -0.46728, -1.30442)
O (0.67259, 0.04362, -1.94922)
O (1.55019, -0.68178, -0.04812)
H (-1.01091, -3.39948, -5.72562)
H (-2.71721, -1.60808, -5.45252)
H (-1.99181, 0.66772, -4.84032)
H (2.95389, -1.43268, -5.05692)
H (3.42569, 1.56002, -5.93742)
H (4.87339, 3.23122, -4.83432)
H (5.46249, 2.93552, -2.45252)
H (4.59509, 1.02782, -1.19562)
H (3.59539, -1.21798, -1.24502)
H (2.63849, -1.75848, -2.64492)

As for the HOMO energy (alpha / beta): -0.2806 / -0.2806 Eh. Its expectation value of S² is 3.777. The multiplicity is 4. Its charge is 0. As for the energy: -142059.0227 eV.



[3]
Density functional theory data (the ωB97M-V functional and the def2-TZVPD basis) for a molecular structure, C46H43Cl5N7O2SW in a non-equilibrium geometry.

Cartesian coordinates (Å):
W (-1.69428, 1.42419, -1.32561)
N (-1.84413, -0.40485, -1.92343)
C (-1.11762, -0.95521, -2.98565)
C (-1.72533, -2.12567, -3.54748)
C (-1.11848, -2.98260, -4.42771)
C (0.15252, -2.58093, -4.97342)
C (0.74113, -1.40020, -4.47689)
C (0.07529, -0.53584, -3.55763)
C (0.72488, 0.75653, -3.10206)
C (2.15545, 0.90159, -3.35984)
C (2.66614, 2.17977, -3.51299)
C (1.87171, 3.32982, -3.18377)
C (0.56268, 3.15644, -2.82418)
C (0.05222, 1.87681, -2.58926)
H (-2.85255, -0.60401, -2.03482)
H (1.71549, -2.64103, 0.07369)
H (-2.69215, -2.46273, -3.24455)
H (-1.67699, -3.79858, -4.80151)
H (0.71411, -3.14364, -5.66200)
H (1.66135, -1.10902, -4.88977)
H (2.85229, 0.02792, -3.35911)
H (3.75234, 2.29107, -3.78633)
H (2.29896, 4.32834, -3.12553)
H (-0.00686, 4.06945, -2.66428)
N (0.38370, 3.49937, 2.70855)
N (1.39404, 3.36124, 1.78012)
C (1.41056, 2.47719, 0.75754)
N (2.54458, 2.41673, 0.01061)
S (0.10843, 1.32379, 0.55193)
H (0.69249, 3.08207, 3.57311)
H (-0.51754, 3.09804, 2.40777)
H (2.14006, 4.05796, 1.84779)
H (3.40512, 2.94408, 0.21451)
H (2.55250, 1.71425, -0.72588)
Cl (-3.57341, 1.13343, -3.82969)
C (-3.32773, 2.80968, -3.41750)
C (-2.63540, 3.05909, -2.23185)
C (-2.55156, 4.38281, -1.75291)
Cl (-2.00028, 4.59934, -0.14725)
C (-2.92383, 5.45319, -2.54616)
Cl (-2.26597, 6.97836, -2.24857)
C (-3.62551, 5.20354, -3.74232)
Cl (-4.38580, 6.48629, -4.59313)
C (-3.75692, 3.87840, -4.22916)
Cl (-4.50892, 3.47852, -5.73605)
O (3.69733, -1.73016, -1.41863)
C (3.74818, -2.21265, -0.30110)
N (4.81603, -2.39455, 0.54063)
C (4.51721, -3.03804, 1.83804)
C (2.97603, -3.35510, 1.54331)
O (2.21475, -4.02520, 2.26554)
N (2.62977, -2.70193, 0.41509)
C (5.26764, -4.38533, 1.97011)
C (4.63951, -5.57526, 2.31038)
C (5.34813, -6.77144, 2.33493)
C (6.70861, -6.73566, 1.99350)
C (7.39582, -5.52057, 1.78921)
C (6.65758, -4.38091, 1.81124)
C (4.55677, -2.06962, 2.96299)
C (5.73877, -1.58857, 3.44855)
C (5.72103, -0.85104, 4.63552)
C (4.53636, -0.40354, 5.24774)
C (3.35900, -0.89876, 4.73194)
C (3.38147, -1.86238, 3.68172)
H (5.63396, -1.89289, 0.24726)
H (3.61787, -5.57076, 2.74513)
H (4.81835, -7.66759, 2.53122)
H (7.20269, -7.72319, 1.84687)
H (8.41722, -5.57328, 1.48535)
H (7.10988, -3.35245, 1.85447)
H (6.66277, -1.72849, 2.82368)
H (6.63223, -0.54766, 5.10097)
H (4.59901, 0.10077, 6.23164)
H (2.41148, -0.69295, 5.29602)
H (2.57795, -2.50064, 3.45738)
C (-2.28070, -0.01221, 2.82187)
C (-3.06588, -1.07428, 2.01288)
C (-2.13287, -2.03179, 1.34032)
C (-4.14821, -0.56863, 1.05053)
C (-5.27954, -1.35292, 0.83769)
C (-6.46700, -0.84536, 0.25668)
C (-6.40340, 0.47555, -0.15822)
C (-5.32221, 1.36761, 0.16373)
C (-5.66082, 2.86015, 0.20682)
C (-6.16939, 3.43839, -1.15477)
C (-4.76153, 3.70099, 1.12640)
C (-4.03825, 0.74421, 0.41789)
N (-2.93991, 1.39905, 0.01329)
H (-1.47278, 0.46607, 2.33391)
H (-1.97370, -0.57780, 3.74081)
H (-2.94932, 0.82170, 3.08438)
H (-3.72769, -1.65324, 2.68890)
H (-2.69866, -2.91696, 0.87056)
H (-1.36036, -2.36158, 2.03078)
H (-1.51292, -1.58772, 0.57553)
H (-5.27598, -2.37523, 1.17793)
H (-7.27669, -1.43181, -0.10359)
H (-7.21494, 0.91396, -0.67803)
H (-6.58899, 2.83485, 0.82740)
H (-6.98013, 2.81212, -1.48551)
H (-5.42883, 3.53401, -1.93612)
H (-6.51569, 4.45724, -1.02809)
H (-3.85174, 3.10224, 1.28053)
H (-5.32399, 3.70601, 2.03608)
H (-4.59807, 4.77028, 0.86134)

As for the HOMO energy (alpha / beta): -0.3722 / -0.3719 Eh. Its charge is +1. As for the energy: -138188.3473 eV.



[4]
Density functional theory data (the ωB97M-V functional and the def2-TZVPD basis) for a molecular structure, C46H43F4N4O2SeTeZr in a non-equilibrium geometry.

Cartesian coordinates (Å):
Zr (1.02480, 1.91593, -0.13610)
C (-0.50162, 5.74578, 2.08835)
C (0.02817, 4.84229, 1.01174)
N (0.33735, 3.45209, 1.56709)
C (-0.89304, 2.86737, 2.19035)
C (-1.94100, 2.70951, 1.00465)
C (1.50070, 3.41690, 2.47773)
C (2.78272, 3.82344, 1.69870)
N (2.79310, 2.98586, 0.41495)
C (3.89241, 2.75557, -0.24199)
C (3.98410, 1.57645, -0.95811)
F (2.76051, 0.81900, -0.84680)
C (5.03316, 1.04567, -1.65692)
F (4.95064, -0.09441, -2.29281)
C (6.20856, 1.85066, -1.65831)
C (6.15465, 3.04510, -0.93496)
F (7.19270, 3.89866, -0.99256)
C (5.08136, 3.45192, -0.18891)
F (5.13495, 4.70290, 0.35010)
H (-0.61776, 6.74239, 1.65435)
H (0.18637, 5.92078, 2.94351)
H (-1.45236, 5.40344, 2.50655)
H (0.90521, 5.27483, 0.57346)
H (-0.58203, 4.76493, 0.12369)
H (-1.32669, 3.41235, 3.03851)
H (-0.71408, 1.85353, 2.50731)
H (-2.28122, 3.67405, 0.67222)
H (-2.79759, 2.17569, 1.29660)
H (-1.57758, 2.13793, 0.16050)
H (1.70379, 2.41432, 2.83832)
H (1.44618, 4.15380, 3.37748)
H (3.62108, 3.61302, 2.35142)
H (2.78859, 4.89936, 1.47322)
H (7.12019, 1.64057, -2.22683)
C (-1.43179, -4.82098, 1.92381)
C (-0.84359, -3.46101, 1.55700)
C (0.01946, -2.83356, 2.36747)
C (0.49454, -1.57164, 2.13059)
C (1.46968, -0.94954, 2.96870)
O (2.22896, -0.08182, 2.56535)
C (1.55835, -1.37580, 4.42192)
C (2.81655, -1.29929, 4.96882)
C (3.08399, -1.89683, 6.19306)
C (2.06960, -2.47502, 6.93380)
C (0.80966, -2.34628, 6.50221)
C (0.48633, -1.80572, 5.23511)
C (0.05728, -1.02013, 0.92172)
O (0.30562, 0.29421, 0.58297)
C (-0.63226, -1.74587, -0.05499)
C (-1.15304, -2.96393, 0.30891)
C (-1.03220, -1.10890, -1.32746)
N (-0.25471, -0.99948, -2.32407)
C (1.16633, -1.35323, -2.33676)
C (1.44507, -2.50442, -3.30199)
Te (0.04500, -3.16644, -4.73209)
C (-1.19106, -4.08065, -3.29976)
C (-0.78176, -5.23051, -2.69531)
C (-1.66099, -5.92214, -1.82524)
C (-3.02941, -5.57885, -1.70301)
C (-3.48622, -4.45255, -2.41976)
C (-2.55427, -3.72758, -3.17879)
C (-2.43176, -0.59544, -1.38754)
C (-3.03070, -0.09846, -2.57122)
C (-4.28449, 0.35788, -2.56905)
C (-5.07939, 0.30206, -1.42597)
C (-4.46016, -0.06255, -0.23551)
C (-3.16630, -0.42490, -0.19886)
H (-0.95999, -5.10677, 2.89236)
H (-1.18318, -5.52752, 1.11911)
H (-2.51187, -4.84006, 2.00994)
H (0.33121, -3.26143, 3.29864)
H (3.58807, -0.90690, 4.42084)
H (4.10332, -1.88147, 6.57798)
H (2.27420, -2.74483, 8.01198)
H (0.00736, -2.62378, 7.15502)
H (-0.54158, -1.70217, 4.90676)
H (-1.93177, -3.40587, -0.34361)
H (1.70163, -1.60741, -1.42881)
H (1.76825, -0.51454, -2.82054)
H (1.61800, -3.45733, -2.80720)
H (2.38151, -2.41265, -3.83902)
H (0.11366, -5.78491, -3.06556)
H (-1.41392, -6.86582, -1.41895)
H (-3.70461, -6.16797, -1.09155)
H (-4.51124, -4.13981, -2.26689)
H (-2.86977, -2.83948, -3.75683)
H (-2.32510, -0.14921, -3.48218)
H (-4.75275, 0.73667, -3.50579)
H (-6.15373, 0.45932, -1.41241)
H (-4.93740, -0.15205, 0.68859)
H (-2.70570, -0.64505, 0.71478)
Se (0.38807, 2.97946, -2.32911)
C (-0.89533, 2.17227, -3.57178)
C (-0.54256, 1.14694, -4.50079)
C (-1.42246, 0.92327, -5.50677)
N (-2.57208, 1.59244, -5.73321)
C (-2.80648, 2.61832, -4.91223)
C (-2.06354, 2.86283, -3.77340)
H (0.36705, 0.61595, -4.28111)
H (-1.24093, 0.10015, -6.20656)
H (-3.78043, 3.02017, -4.91066)
H (-2.31459, 3.61697, -3.01163)

As for the HOMO energy: -0.3590 Eh. Its charge is +1. As for the energy: -143238.0876 eV.